Here is C40H110BeN2O17 as an isolated structure in a non-equilibrium geometry from the Open Molecules 2025 dataset. Energies are from the ωB97M-V functional and the def2-TZVPD basis.

Positions of all 170 atoms, in Å:
H  -0.98367  -0.71585  3.14556
H  5.65930  1.35928  -2.53245
H  2.31761  2.72645  -4.79792
H  -1.43152  1.24494  1.52884
O  -4.12189  -2.84747  -1.67486
O  0.04597  -3.06464  -0.64094
H  2.99604  -0.34295  -1.26282
H  -5.49047  0.54219  -1.04620
H  -2.82242  2.59651  -2.39698
H  -2.45806  -2.50989  0.28536
H  0.83559  3.31394  -0.54240
H  -3.03303  -5.48881  4.22672
C  3.05987  0.72550  -1.05681
H  -0.12878  0.00566  -3.28822
H  -2.24500  1.26993  2.39043
C  -4.74051  -3.33086  0.32524
H  3.13512  -0.24860  0.68722
H  -2.08896  -1.33661  2.59783
H  -1.36916  0.24053  4.56948
C  4.75361  0.91157  -5.46211
H  4.99304  0.34487  -6.36191
H  0.94122  -7.43089  2.61889
H  -2.74258  -0.59466  1.10586
H  4.06140  5.43104  0.22816
C  -2.12557  -3.47373  0.67080
H  2.82003  -2.50635  3.46771
C  -2.13960  -3.79700  3.37476
H  -3.64770  4.19551  1.91459
H  1.00025  2.73803  -2.20190
O  2.15324  1.25587  -3.35334
H  -2.57011  -1.92215  -4.13745
C  0.37642  2.07330  -4.73381
C  3.86011  -0.89459  2.65010
C  -0.76711  0.40228  -0.40800
H  3.13737  3.11097  -0.15883
H  -4.78816  -1.27911  -0.54117
H  3.84456  -2.22603  -1.23587
H  1.66641  -1.02626  1.19674
H  3.10935  -2.58757  0.03718
C  1.65111  2.38991  -4.00380
H  3.39599  1.11930  -2.01601
H  -0.86501  -3.17278  -0.91417
H  4.78941  -1.04121  0.80361
H  -3.02253  -5.72278  2.52317
H  -3.07551  -3.24163  3.43605
H  0.54585  1.51182  -5.65257
H  5.51773  1.68883  -5.45198
C  -3.78642  0.62199  -1.72454
H  -0.76783  0.46995  -4.57970
H  -2.65920  3.04979  2.59388
C  -0.47297  -6.20774  0.71114
H  -1.38351  4.68724  0.93781
H  0.93639  -2.33304  0.97021
O  -1.80955  -3.27882  -1.49826
H  -3.29631  0.59164  -0.75142
H  -1.37374  2.53311  -0.69755
C  4.45050  2.44677  1.51871
H  -1.47938  -1.20821  -3.36771
H  -3.06081  -1.25071  -2.14339
C  1.14234  5.46603  -0.08874
C  1.12342  -6.35726  2.66611
C  1.72213  1.27739  -0.61215
H  0.25477  2.69923  1.47201
H  4.93040  3.02364  2.30928
C  -2.42823  -5.30910  3.33789
C  -1.37900  -3.29697  2.04777
H  3.38224  -0.04856  3.14404
O  0.63475  -0.19647  -2.40828
H  0.65327  6.37991  0.24851
H  -3.31514  1.77186  4.34896
H  -4.47681  -2.34895  -2.41452
H  -1.49305  -3.79647  -0.15616
H  -2.71131  -3.57154  -1.36646
H  -0.37257  -0.17604  1.80940
O  -1.80747  -2.08166  -3.58142
H  3.84084  1.44692  -5.72354
H  -0.67706  -1.21061  1.48816
C  1.42576  2.67600  -1.20030
C  4.05235  -0.38117  1.26098
H  -1.54277  -6.14318  0.51255
H  1.46141  -6.14864  3.68116
H  -4.52840  2.30304  -2.90324
H  -4.16825  -1.08382  2.15373
C  4.65077  1.12277  -2.87162
H  -3.50691  -0.21407  -3.62820
H  -2.26393  -1.10609  4.36813
H  5.19383  1.91586  0.92399
C  -1.80494  -0.33326  3.75158
C  -1.39262  4.68332  2.02776
O  3.41105  6.21529  0.08079
C  -2.74790  0.46792  2.93078
N  -0.05602  -4.05924  2.19257
N  0.63314  0.28688  -0.97885
H  -0.09202  4.16153  3.60662
H  -1.23131  -7.18962  3.34190
H  -1.53992  1.61357  -2.08257
H  2.34851  2.18061  1.32719
H  -5.75756  -3.63753  0.08096
C  1.74448  1.37236  0.91491
H  -4.16984  -4.25908  0.35401
O  2.96482  -2.32526  -0.87196
H  2.92333  3.99350  1.36240
H  1.31600  4.95126  0.85622
H  0.09761  -3.51091  0.20427
H  0.64401  4.29354  2.06661
H  -2.93625  -4.19174  0.79472
H  -1.52406  -3.55639  4.24155
H  4.22888  0.67633  -1.97117
H  3.69614  1.73223  1.84808
C  -0.59841  0.65698  1.14369
O  -0.64379  -0.30562  -4.03259
H  2.43277  3.08820  -1.13618
C  -0.25725  3.92398  2.55574
C  -1.60455  -0.91560  -0.61468
O  4.58581  4.66415  0.46996
O  1.02646  -3.47026  1.35610
H  -0.37627  1.52423  -4.16804
O  -1.43815  6.05431  2.43701
H  2.26792  6.69166  -1.58833
H  3.91617  0.89516  -0.40407
H  0.57438  4.94227  -0.85763
H  4.54260  0.59170  1.22559
H  -1.88001  -2.55961  -2.12595
C  -1.12874  -6.10508  3.30503
H  5.25392  -0.73514  -3.98606
H  2.76469  0.40071  -3.69500
H  -4.93444  -2.98011  1.33889
H  -1.77989  -1.06613  -1.67990
O  1.34709  -1.60475  0.50420
H  1.56627  3.12447  -3.20298
H  4.78384  -1.19494  3.14470
C  -0.15812  -5.59968  2.16391
H  -0.08841  -7.22748  0.69270
H  2.84419  4.98561  -1.39176
C  -3.78345  2.16315  -2.11993
O  -3.71782  1.08526  3.81226
H  -0.34572  2.86287  2.32262
H  -2.90606  4.54892  3.57356
H  4.04803  2.00605  -3.08287
H  -2.34500  6.36817  2.46369
O  -5.10577  0.22606  -1.86698
H  -2.70310  1.58362  -0.80692
H  0.57289  1.44066  2.66523
C  -1.63244  1.51857  -1.00067
H  1.51952  0.92818  -2.71100
H  -4.15858  0.47081  1.30291
C  -3.01684  -0.29062  -2.65759
H  1.93314  -6.12624  1.97395
C  4.62225  0.14725  -4.08856
O  3.27379  -0.32677  -4.05994
H  0.05189  -5.71636  -0.10811
C  -3.53207  -0.27808  1.78745
H  3.57939  7.16012  0.10430
H  -4.12578  2.73210  -1.25551
H  -0.42402  -1.59834  3.06988
H  0.00041  2.96447  -5.23633
H  -2.59008  -0.72176  -0.19130
O  3.03048  -2.07772  2.63488
Be  1.25515  -1.92410  -1.36515
C  -2.78195  4.13266  2.57385
H  2.07967  0.46405  1.41563
C  3.65862  3.54465  0.69458
C  0.49500  1.64342  1.59710
C  2.41057  5.85730  -0.90162
H  -3.24263  -1.75041  0.00085
C  -1.15037  -1.79082  2.28027
H  -1.08819  -1.72061  -0.09179
C  -4.13587  -2.15018  -0.47918
H  -2.02238  0.14909  -2.73364
H  -0.60001  -5.99962  4.25234

Energy: -2991.51218 Ha
HOMO-LUMO gap: 6.49 eV
Lowest unoccupied orbital energy: 0.17 eV
HOMO energy: -6.32 eV



Here is C40H110F2LiN11O14S2 as an isolated structure in a non-equilibrium geometry from the Open Molecules 2025 dataset. Energies are from the ωB97M-V functional and the def2-TZVPD basis.

Positions of all 180 atoms, in Å:
H  3.53697  4.16683  3.87364
H  4.88141  -0.37268  2.18117
C  -3.16004  -8.18625  1.40489
H  3.57630  0.68006  1.49494
C  -5.46718  0.45067  -2.99621
S  -0.36686  -1.43707  -1.98346
C  -0.99858  2.01048  3.65895
H  0.44153  4.89249  5.24315
H  -0.83393  5.14032  -2.32049
H  -1.30621  4.42182  5.02666
H  1.58967  -3.63356  -2.59916
H  3.06377  5.13982  1.82840
H  2.95963  -4.15494  0.51908
H  -6.15243  0.99785  -6.97959
H  -0.62817  3.87498  -5.03659
H  0.00950  -1.98423  3.42937
H  -2.84601  -2.96343  0.31783
H  -1.50853  -5.82285  -0.85099
H  -2.31712  -7.94040  2.05075
N  2.66599  -3.68764  -0.32681
C  -2.44472  -3.62901  1.08208
C  1.28395  4.58644  -1.86245
H  -7.09843  0.35543  -4.46958
H  -2.18201  4.05292  -5.93410
C  2.63698  -3.59819  -5.05358
H  3.45432  -6.20104  -0.59950
H  0.84185  1.28599  -6.48032
H  -0.67178  1.21148  2.99344
S  -0.10988  0.03218  -0.10039
H  1.02239  2.54257  4.23628
H  6.72367  2.66432  3.55856
H  1.66230  -3.62305  -0.23445
H  4.55429  2.81034  -2.09879
O  -0.15775  -2.47925  -0.97660
H  -1.83436  2.53257  3.19314
H  -6.28593  -1.61844  -2.90488
H  1.86828  0.77554  -1.75893
C  3.79417  3.90141  4.89907
H  3.13278  -6.32718  -2.32438
C  1.08335  -2.15978  3.36506
H  6.98095  1.29401  2.79943
C  -3.50208  -6.02678  0.26786
H  7.27785  -1.72358  -2.82393
H  -0.53006  4.13223  -0.83903
C  0.09992  3.06831  3.98981
H  -0.29749  5.82835  -0.78629
H  2.18548  -3.71238  6.18133
O  1.18724  -0.14724  0.42696
H  1.91558  -4.37872  -5.29534
H  -3.26059  0.85831  -0.87232
H  -5.06530  -1.29372  -1.75646
H  0.90274  -4.04012  5.17393
H  1.88686  -5.96331  -0.97185
C  -2.04392  0.17311  4.83537
H  1.98911  1.11561  -5.19206
H  4.98209  0.63642  -1.11212
C  1.88746  -2.05945  4.66867
H  3.28483  1.67744  4.08080
H  1.86719  3.73333  0.02538
C  -2.20407  2.59158  -4.30204
F  -1.95473  -1.36591  -2.28215
N  -6.15285  1.12701  -1.92909
H  1.47714  -3.06424  2.90140
H  4.29277  5.65275  0.71306
H  -1.92491  4.73454  -4.26393
H  4.53307  2.79407  2.23916
H  -4.27425  3.73346  0.78520
H  -1.83357  0.46637  -4.71646
H  -3.05288  0.36160  4.46852
H  -4.47011  0.85970  -2.83294
O  3.22383  -4.02239  -3.86291
N  6.46139  2.15697  2.72555
C  -0.27854  4.07965  5.14875
C  0.97517  0.84931  -5.49054
C  3.18842  -4.30125  -1.52241
H  2.23012  -2.58706  -5.06712
H  4.26740  -4.14714  -1.53440
C  2.86565  -5.78518  -1.41720
N  -1.99360  2.64958  -2.85387
O  0.44633  -2.55251  6.68182
N  2.66076  1.39029  -1.87792
H  -5.37218  -1.45296  3.99347
H  1.10198  3.19900  2.20866
F  -0.40190  1.55664  0.26890
C  4.37022  1.73323  4.16399
C  4.60922  0.03490  -1.94112
H  3.88483  2.75523  -3.73096
C  -4.45383  0.21941  1.24596
C  -2.32767  -5.16745  0.79884
H  -4.24300  -5.95963  1.06450
O  -1.29318  1.34543  4.86577
N  -0.19593  0.31642  -1.57907
H  -2.32260  1.81336  -2.39281
C  -5.34707  -1.07741  -2.78695
H  -5.46848  0.20428  0.84802
H  -5.62043  2.64641  0.87117
H  -4.14601  -8.05324  1.85019
H  -2.77305  1.74582  1.36448
H  3.21951  4.34413  -0.91197
H  -3.26896  2.48243  -4.50744
O  -3.07943  -7.39298  0.21669
C  4.48736  2.20885  -3.00533
H  4.21701  4.84752  5.23698
H  -4.55758  1.63085  -0.91045
H  3.44782  -3.60768  -5.78197
H  6.97261  -1.27223  -1.24705
H  -6.65848  -0.59883  -6.56128
C  -6.07476  0.71272  -4.35752
H  -6.13109  1.76813  -4.62407
H  -6.31681  -1.08468  2.41309
H  -0.05254  4.27265  2.30463
H  3.78956  -1.73834  5.18222
H  1.61143  5.36527  -2.55113
C  -5.36638  -1.18053  2.93808
C  6.43643  -1.56846  -2.14863
C  4.60487  0.62897  1.85204
H  1.79810  2.79375  -2.24964
H  -7.15890  1.03995  -1.94863
H  5.25549  0.65047  0.97778
H  -0.36586  3.45314  6.03642
H  1.54966  3.72243  -3.47537
O  -1.28692  -0.46529  0.57211
H  2.93962  -2.42542  -2.59476
C  -1.71438  3.92120  -4.95837
H  3.55502  0.45113  -3.62023
H  -1.44168  1.57488  -6.03335
H  -4.63216  -1.43648  -3.52727
C  3.30168  5.90541  1.08992
H  0.94284  -0.23922  -5.44412
H  -5.90807  2.03323  -2.30184
H  0.37755  -4.00761  8.13465
O  -4.73276  0.04651  2.66785
O  -5.22048  0.09728  -5.32897
H  2.98968  1.52958  -0.93319
H  1.63410  -1.05599  5.01072
C  -0.27408  -3.56511  7.38118
H  5.99588  -2.54781  -1.96179
H  4.69255  0.79274  4.61084
C  1.34765  -3.20048  5.70793
C  -5.77618  0.03794  -6.62586
H  -3.12699  -3.52875  1.92621
H  -1.01161  -3.18659  8.08889
H  -3.11754  -9.26561  1.25906
O  2.24634  5.80712  0.14001
O  0.13647  -1.59387  -3.36873
H  -0.76659  -4.32867  -0.47974
H  5.42398  2.10525  -3.55316
H  2.80835  3.78630  5.34963
C  3.76127  1.00582  -2.70488
H  -2.62346  3.31920  -2.43555
H  -2.04727  -5.48252  1.80393
H  -1.72775  -0.60085  4.13599
H  1.57635  -1.46171  2.68848
H  -0.89301  -4.25827  6.81148
O  0.00987  1.48762  -4.62019
O  4.68808  2.79109  5.08275
H  -1.57244  -3.15698  1.53420
H  4.06366  -0.72727  -1.38475
N  0.66151  3.82862  2.86416
H  -2.18876  -0.23497  5.83566
H  -4.66029  3.17595  2.33345
H  -4.87206  -2.00020  2.41665
N  -1.14873  -5.20033  -0.14169
Li  -0.07341  1.89478  -2.70657
C  2.66000  -3.47078  -2.72565
H  -3.85459  -5.75545  -0.72723
C  -1.36693  1.42167  -4.95677
H  -5.10348  -0.50516  -7.28964
C  -0.19821  4.97060  -1.45149
H  -3.91440  -0.63674  0.84082
H  3.43232  6.86492  1.59027
C  2.20864  4.57562  -0.57633
O  5.65855  -0.57017  -2.69321
H  3.76394  -2.88969  4.11712
N  1.11334  3.44391  -2.60810
N  -3.63652  1.72120  -0.50600
C  4.99160  1.93482  2.72859
N  3.30813  -2.01611  4.33891
C  -3.76588  1.61094  0.93530
C  -4.63589  2.84128  1.29640

Energy: -4248.98411 Ha
HOMO-LUMO gap (alpha / beta): 2.61 / 7.54 eV
Lowest unoccupied orbital energy (alpha / beta): 1.75 / 1.72 eV
HOMO energy (alpha / beta): -0.86 / -5.82 eV
Charge: -1
2S+1: 2